A structure of composition C35H48AgN2O5PS. Source: OMol25; level of theory: ωB97M-V/def2-TZVPD.

The calculation puts the orbital gap at 5.58 eV. Its total charge is -2. Its molar mass is 747.69 g/mol.

Structure (XYZ):
```
93
Properties=species:S:1:pos:R:3:forces:R:3
Ag -0.018 -0.692 -0.310 -0.1118 0.2291 0.2281
S 0.289 0.019 -3.573 0.8468 0.4844 -0.2179
P -1.520 1.223 -0.492 0.1852 -0.0501 -0.3697
O 2.363 0.827 -1.054 -0.0347 -0.0928 0.0009
O 4.507 0.825 -0.372 -0.0393 -0.0875 -0.0060
O -0.977 -0.710 -3.817 -0.5999 -0.3426 -0.3608
O 0.596 -4.971 0.412 0.0516 -0.0055 -0.0295
O -0.376 -3.035 -0.174 0.0758 -0.0008 -0.0608
N -0.705 -0.212 1.984 0.0014 -0.0818 -0.0505
N 2.076 -1.772 -0.106 -0.0386 0.0084 -0.0899
C 1.679 3.063 -4.699 0.0023 -0.0474 0.0341
C 2.029 -3.483 5.772 -0.0072 -0.0059 -0.0392
C 3.102 -3.819 0.543 0.0133 -0.0308 0.0392
C 0.864 0.710 -5.186 -0.2908 -0.0054 0.2518
C 4.343 -3.206 0.560 -0.0779 0.0332 -0.0178
C -3.072 0.874 -1.461 0.0848 -0.0493 0.0692
C -1.869 1.211 3.577 0.0543 -0.0739 0.1069
C 0.600 -3.759 0.147 -0.0280 0.0772 0.0603
C -3.160 3.108 2.784 -0.0471 0.0391 -0.0542
C -1.627 3.890 -1.722 -0.0279 -0.0808 0.0068
C -4.268 1.799 -1.256 -0.0079 0.0411 0.0250
C 0.310 3.252 -0.220 -0.0069 -0.0645 -0.0101
C 3.269 -1.174 -0.110 0.1464 0.1353 0.0201
C -1.489 0.816 2.250 -0.0128 0.0490 -0.0048
C 1.986 -3.065 0.205 -0.1549 -0.1886 0.0454
C -0.093 -0.960 2.980 0.0646 -0.0135 0.1081
C -2.025 1.635 1.190 0.0392 -0.0441 -0.0558
C -3.469 -0.572 -1.141 -0.0076 0.0850 -0.0537
C 1.168 -0.576 3.466 -0.0535 0.0350 0.0128
C 0.758 -3.276 -4.533 -0.0496 0.0018 0.0403
C 3.384 0.312 -0.546 0.1110 0.1260 0.0300
C 0.031 -2.953 4.333 0.0304 -0.0211 0.0158
C 4.429 -1.865 0.226 0.0016 0.0353 0.0115
C 1.155 -2.612 -3.219 -0.1355 0.0443 -0.0429
C 1.827 -1.386 4.382 -0.0191 -0.0503 0.0203
C -0.658 -2.171 3.416 -0.0028 0.0316 -0.0314
C -2.662 2.303 3.818 -0.0083 0.0262 -0.0501
C 1.785 0.692 2.950 -0.0217 -0.0318 -0.0504
C 1.666 -1.190 -3.401 -0.0649 -0.0853 0.0960
C -0.738 2.757 -1.218 -0.0473 -0.0923 0.1148
C -1.969 -2.611 2.831 0.0587 0.0163 -0.0090
C 1.275 -2.580 4.829 0.0284 -0.0038 0.0437
C -4.008 4.320 3.067 0.0268 -0.0109 0.0267
C 2.076 1.612 -4.945 0.0620 -0.0336 0.0672
C -2.818 2.739 1.490 -0.0082 0.0147 0.1502
H 2.773 -2.923 6.343 0.0053 0.0003 0.0043
H -4.396 4.744 2.138 -0.0051 0.0067 0.0001
H 1.596 -3.290 -5.238 0.0087 0.0010 -0.0133
H 2.552 3.678 -4.474 -0.0109 0.0000 0.0243
H -4.867 4.078 3.703 -0.0077 0.0166 -0.0058
H -2.196 4.347 -0.909 -0.0022 0.0262 -0.0142
H -5.086 1.494 -1.917 -0.0166 0.0013 -0.0077
H 0.013 1.286 -5.560 0.0048 -0.0272 -0.0058
H -2.742 -1.857 2.995 -0.0168 -0.0010 -0.0406
H -0.161 3.628 0.691 -0.0141 0.0229 0.0019
H -2.751 0.908 -2.508 0.0475 0.0065 -0.0047
H 2.810 0.808 3.306 0.0121 -0.0016 0.0033
H 0.992 2.439 0.037 0.0241 0.0530 0.0074
H 1.175 3.485 -5.572 -0.0137 0.0021 -0.0047
H -4.625 1.730 -0.227 -0.0258 0.0023 -0.0066
H 2.325 -1.110 -4.269 -0.0071 0.0098 -0.0142
H 1.940 -3.191 -2.725 0.0043 0.0245 0.0176
H 2.189 -0.840 -2.513 -0.0039 0.0162 -0.0318
H -0.189 2.345 -2.070 -0.0355 -0.0226 -0.0148
H -0.406 -3.897 4.649 -0.0067 0.0003 -0.0028
H -4.376 -0.849 -1.688 -0.0038 0.0085 0.0039
H 0.442 -4.308 -4.363 0.0026 0.0022 -0.0084
H 2.629 1.249 -4.073 0.0358 0.0339 -0.0237
H 0.302 -2.602 -2.534 0.0831 -0.0736 0.0019
H 1.056 -0.106 -5.884 -0.0009 -0.0891 0.0948
H 1.788 0.684 1.856 0.0266 0.0524 0.0187
H -2.293 -3.557 3.270 -0.0045 -0.0062 0.0122
H -1.498 0.618 4.406 -0.0028 0.0035 -0.0076
H -0.074 -2.737 -4.986 0.0094 -0.0048 -0.0366
H 2.809 -1.084 4.741 0.0052 0.0030 -0.0029
H 2.556 -4.270 5.225 0.0078 -0.0016 0.0197
H -3.444 5.110 3.576 -0.0204 0.0083 -0.0005
H -3.185 3.351 0.674 -0.0175 0.0116 0.0064
H 1.355 -3.972 6.479 0.0035 -0.0026 0.0062
H 2.761 1.547 -5.795 -0.0199 0.0075 -0.0086
H 0.999 3.126 -3.848 0.0075 0.0402 0.0092
H -2.910 2.552 4.848 0.0002 -0.0013 0.0025
H 2.951 -4.861 0.782 -0.0045 0.0045 -0.0051
H 0.906 4.054 -0.667 0.0092 0.0111 -0.0111
H -2.330 3.546 -2.485 0.0530 0.0476 0.0148
H 5.360 -1.317 0.214 -0.0103 0.0127 -0.0056
H -2.671 -1.260 -1.417 0.0145 -0.0664 0.0103
H -4.037 2.845 -1.464 -0.0683 -0.0687 0.0257
H 5.233 -3.767 0.824 0.0039 -0.0009 0.0051
H -1.848 -2.746 1.752 -0.0597 0.0081 0.0040
H 1.203 1.566 3.254 -0.0014 0.0084 -0.0234
H -1.006 4.675 -2.166 0.0171 0.0082 -0.0115
H -3.666 -0.686 -0.071 0.0137 -0.0121 -0.0027
```
Positions in Å, forces in eV/Å.

***

A structure of composition C35H48AsO2P3Ru in a non-equilibrium geometry. Source: OMol25; level of theory: ωB97M-V/def2-TZVPD.

The spin multiplicity is 5. The expectation value of S² is 6.062. The calculation puts the orbital gap (spin up / spin down) at 7.11 / 4.27 eV. Its total charge is +4. Its molar mass is 769.68 g/mol.

Structure (XYZ):
```
90
Properties=species:S:1:pos:R:3:forces:R:3
Ru -1.978 -1.372 -1.045 2.7152 0.7609 1.4760
As 1.520 0.789 0.791 1.5073 1.1269 0.8528
P -0.880 1.212 -2.503 0.3276 1.3872 -1.1486
P 0.808 -2.765 -0.556 1.3590 -0.6624 0.1852
P -3.775 -0.985 1.246 -1.1550 0.4644 1.7429
O -2.100 1.409 0.210 0.3312 -3.4595 -1.9595
O -0.702 -1.626 1.767 -2.0380 -0.0893 -4.4532
C 2.727 1.717 -0.432 0.0273 -0.2666 -0.5993
C 3.840 1.681 -2.600 -0.0124 -0.2914 -0.0304
C -2.699 -3.375 -1.305 -1.0499 -1.0572 -0.5042
C 4.858 -0.445 4.008 0.6388 -0.0209 0.4440
C -2.759 -1.318 -3.205 -0.4754 0.1402 -0.0904
C -2.002 0.381 -0.361 -0.3836 4.7967 1.9007
C -3.411 0.053 2.702 0.5084 0.2387 -0.1916
C -0.218 4.285 3.577 0.1173 -0.2817 -0.2369
C -1.753 -3.345 -2.350 -0.0869 -0.3038 0.1800
C 4.373 2.950 -2.347 -0.0749 -0.0140 -0.0937
C 4.105 3.590 -1.133 0.0256 -0.1275 0.0037
C 0.279 -4.413 0.061 -0.6302 0.2866 -0.2759
C -0.030 2.777 -2.165 0.4218 -0.0317 0.6143
C 2.954 0.240 2.071 -0.9622 0.2385 -0.7366
C 3.514 -0.782 4.208 -1.9809 0.1347 -0.7110
C 2.307 -2.611 0.468 0.0126 0.6131 0.2005
C -2.480 1.939 -3.012 -0.2354 -0.3852 0.1505
C -4.028 -2.636 1.987 -0.0835 -0.0242 -0.3960
C 3.026 1.062 -1.646 -0.0272 0.5237 0.2444
C 1.547 -2.856 -2.212 -0.3732 -0.0076 -0.2245
C 0.640 3.566 1.419 -0.0613 0.0103 0.1028
C -0.127 2.964 4.045 0.0298 0.1069 -0.3573
C -3.747 -1.380 -2.199 -1.2543 -0.3337 -1.0252
C 3.304 2.962 -0.169 0.1014 0.2358 -0.1749
C -3.817 -2.516 -1.374 -0.5982 -0.2936 0.2672
C 5.269 0.177 2.823 -0.5189 0.9120 -1.7243
C -5.271 -0.198 0.546 0.2302 -0.3691 -0.2531
C 0.360 1.956 3.201 -0.0808 0.3584 -0.0031
C 0.822 2.270 1.913 -0.8517 -0.0272 0.1978
C 0.008 0.577 -3.955 -0.0564 -0.5721 0.1628
C -1.816 -2.337 -3.307 0.5826 -0.1433 -0.6930
C 2.573 -0.463 3.221 0.6968 -1.0201 1.8278
C 4.312 0.511 1.845 2.1111 -0.3075 0.5180
C -1.138 -1.612 0.659 2.4562 -0.2082 4.8446
C 0.136 4.576 2.253 -0.0410 -0.2939 0.2364
H 1.037 2.639 -1.978 -0.1467 0.0506 -0.0696
H 5.000 3.431 -3.107 -0.2785 -0.1795 0.3938
H -0.494 3.274 -1.308 0.0413 -0.0488 -0.0962
H 4.636 0.985 0.915 -0.0942 -0.1561 0.4035
H -0.516 -4.273 0.811 0.2811 -0.1997 -0.2268
H 4.528 4.582 -0.936 -0.1630 -0.4741 -0.0245
H 3.139 3.456 0.787 0.0115 -0.0685 -0.2298
H -5.676 -0.797 -0.275 -0.1888 0.2024 0.2605
H -4.454 -0.574 -2.099 -0.3984 -0.1369 -0.2318
H 2.898 -3.513 0.265 -0.0305 0.1266 -0.0508
H -2.453 2.146 -4.090 -0.0685 -0.0231 0.2035
H -3.993 -3.417 1.217 -0.1474 0.0592 0.3798
H -2.785 -0.512 -3.925 0.0923 -0.0057 0.0523
H -0.589 5.075 4.235 0.1368 -0.2746 -0.2456
H -0.169 3.409 -3.052 -0.0533 -0.1573 0.0461
H 4.063 1.163 -3.542 -0.0453 0.2937 0.4405
H -3.323 1.108 2.403 -0.0589 -0.3417 0.1616
H -1.088 -2.304 -4.108 -0.0644 -0.1168 -0.0445
H -2.614 -4.101 -0.509 -0.2054 -0.2716 -0.2123
H 0.929 0.087 -3.612 -0.1594 0.1732 -0.1468
H 6.325 0.420 2.654 -0.4897 -0.1008 0.1329
H 1.140 -4.866 0.555 -0.1316 -0.1079 -0.1295
H 5.594 -0.679 4.780 -0.1633 -0.0040 -0.2282
H -1.012 -4.133 -2.403 0.0829 0.2317 -0.0627
H -4.654 -2.653 -0.705 0.0454 0.0034 0.0497
H -2.604 2.878 -2.459 -0.0124 -0.2363 -0.1792
H -3.320 1.281 -2.771 0.0105 0.2757 -0.2137
H -4.220 -0.050 3.439 0.1134 -0.0636 -0.2143
H -6.033 -0.046 1.319 0.1347 -0.1223 -0.0958
H -0.594 -0.154 -4.508 0.2302 0.3374 -0.0308
H 0.015 5.591 1.870 0.0716 -0.3302 0.0824
H 0.876 3.796 0.383 0.1039 0.0794 0.2806
H -2.463 -0.270 3.157 -0.3329 0.1287 -0.0567
H -0.083 -5.052 -0.750 0.1008 -0.0324 0.2888
H -3.219 -2.804 2.709 -0.1781 0.0567 -0.1573
H 0.354 0.925 3.544 0.1123 0.2334 0.1218
H -4.967 0.782 0.156 -0.0914 -0.1380 0.1166
H -4.989 -2.678 2.517 0.1719 -0.0017 -0.1358
H 0.786 -2.726 -2.992 0.4780 -0.1695 0.1420
H 2.027 -3.842 -2.284 -0.0183 0.2097 -0.2064
H 0.272 1.434 -4.584 -0.0965 -0.1707 -0.0080
H 1.538 -0.769 3.345 0.1747 0.0305 0.1149
H -0.444 2.725 5.062 0.1203 0.0431 -0.3450
H 2.602 0.073 -1.835 0.0991 0.1768 -0.0513
H 2.058 -2.596 1.533 0.0037 -0.0117 -0.1227
H 2.889 -1.718 0.216 -0.0833 -0.2998 0.0057
H 2.305 -2.065 -2.306 -0.2188 -0.3059 0.0484
H 3.195 -1.280 5.121 0.1336 0.0938 -0.1786
```
Positions in Å, forces in eV/Å.